Record 1
The following is a DFT calculation (ωB97M-V/def2-TZVPD) of the ion H4N2O2P with charge -1.

Spin multiplicity: 1
SMILES: NP(N)(=O)[O-]
Largest force on an atom (eV/Å): 4.14
E_HOMO (eV): -4.790
E_tot (eV): -16431.208
Net charge: -1
Relative energy (zero: lowest compared OMol25 entry of this formula, charge and spin) (eV): 2.3074

Geometry as XYZ:
```
9
H4N2O2P ωB97M-V/def2-TZVPD
N -1.896 -0.144 0.252
P 0.075 0.275 0.164
N 1.696 -0.697 0.176
O 0.133 1.171 1.336
O 0.343 0.775 -1.236
H -1.834 -0.093 -0.809
H -1.933 0.874 0.518
H 1.853 -0.493 -0.804
H 1.564 -1.668 0.403
```

Mulliken population analysis, charges in e, atoms 1 to 6: atom 1 (N): -0.77, atom 2 (P): 0.88, atom 3 (N): -0.68, atom 4 (O): -0.71, atom 5 (O): -0.77, atom 6 (H): 0.27

***

Record 2
The following is a DFT calculation (ωB97M-V/def2-TZVPD) of an isolated molecule of H4N2O2S.

Spin multiplicity: 1
Largest force on an atom (eV/Å): 4.66
E_HOMO (eV): -9.522
E_tot (eV): -17971.874
Relative energy (zero: lowest compared OMol25 entry of this formula, charge and spin) (eV): 3.2710

Geometry as XYZ:
```
9
H4N2O2S ωB97M-V/def2-TZVPD
N -1.700 0.694 0.295
N 1.258 -0.060 0.582
O -0.812 -1.712 0.461
O 1.429 -0.492 -0.749
S -0.615 -0.473 1.118
H -1.839 0.426 -0.645
H -1.563 1.678 0.318
H 1.726 -0.809 1.238
H 0.960 -1.437 -0.879
```

Mulliken population analysis, charges in e, atoms 1 to 6: atom 1 (N): -0.52, atom 2 (N): -0.37, atom 3 (O): -0.52, atom 4 (O): -0.35, atom 5 (S): 0.59, atom 6 (H): 0.27

***

Record 3
The following is a DFT calculation (ωB97M-V/def2-TZVPD) of a cluster of 2 separate species, H4N2O3Si in total.

Spin multiplicity: 1
SMILES: N[SiH]=O.O=NO
Largest force on an atom (eV/Å): 1.53
E_HOMO (eV): -9.618
E_tot (eV): -17063.248
Relative energy (zero: lowest compared OMol25 entry of this formula, charge and spin) (eV): 1.5179

Geometry as XYZ:
```
10
H4N2O3Si ωB97M-V/def2-TZVPD
N -1.640 -0.436 -0.942
Si -1.349 0.239 0.582
O -0.225 -0.414 1.369
H -2.505 -0.302 -1.462
H -0.919 -0.107 -1.596
H -1.969 1.448 1.066
O 3.103 0.584 -0.709
N 2.072 0.304 -0.177
O 2.158 -0.719 0.718
H 1.275 -0.597 1.152
```

Mulliken population analysis, charges in e, atoms 1 to 6: atom 1 (N): -0.50, atom 2 (Si): 0.47, atom 3 (O): -0.52, atom 4 (H): 0.28, atom 5 (H): 0.27, atom 6 (H): -0.03

***

Record 4
The following is a DFT calculation (ωB97M-V/def2-TZVPD) of an isolated molecule of H4N3OPS.

Spin multiplicity: 1
Largest force on an atom (eV/Å): 1.62
E_HOMO (alpha / beta) (eV): -9.180 / -9.203
E_tot (eV): -26706.079
Relative energy (zero: lowest compared OMol25 entry of this formula, charge and spin) (eV): 1.4503

Geometry as XYZ:
```
10
H4N3OPS ωB97M-V/def2-TZVPD
N -0.395 -1.181 1.089
N -0.647 1.179 0.281
N 0.519 -0.696 -1.321
O 1.817 0.372 0.697
P 0.553 -0.211 0.244
S -1.914 1.518 -0.607
H -0.120 -1.230 2.059
H -0.615 1.597 1.213
H -0.313 -1.129 -1.680
H 1.117 -0.220 -1.975
```

Mulliken population analysis, charges in e, atoms 1 to 6: atom 1 (N): -0.66, atom 2 (N): -0.07, atom 3 (N): -0.46, atom 4 (O): -0.63, atom 5 (P): 0.75, atom 6 (S): 0.03

***

Record 5
The following is a DFT calculation (ωB97M-V/def2-TZVPD) of an isolated molecule of H4N3OPS.

Spin multiplicity: 1
Largest force on an atom (eV/Å): 8.20
E_HOMO (eV): -8.552
E_tot (eV): -26705.208
Relative energy (zero: lowest compared OMol25 entry of this formula, charge and spin) (eV): 2.3216

Geometry as XYZ:
```
10
H4N3OPS ωB97M-V/def2-TZVPD
N -0.859 -0.086 1.160
N -0.760 -0.226 -1.151
N 1.486 -0.612 -0.036
O 0.848 2.150 -0.077
P 0.268 0.477 0.022
S -2.142 -0.259 -0.085
H -1.286 0.299 1.926
H -1.175 0.134 -2.125
H 2.450 -0.287 0.223
H 1.169 -1.590 0.142
```

Mulliken population analysis, charges in e, atoms 1 to 6: atom 1 (N): -0.40, atom 2 (N): -0.41, atom 3 (N): -0.47, atom 4 (O): -0.63, atom 5 (P): 0.75, atom 6 (S): -0.01

***

Record 6
The following is a DFT calculation (ωB97M-V/def2-TZVPD) of an isolated molecule of H4N4.

Spin multiplicity: 1
Largest force on an atom (eV/Å): 4.12
E_HOMO (eV): -8.910
E_tot (eV): -6021.068
Relative energy (zero: lowest compared OMol25 entry of this formula, charge and spin) (eV): 3.8769

Geometry as XYZ:
```
8
H4N4 ωB97M-V/def2-TZVPD
N 1.352 -0.654 0.277
N 0.086 1.437 0.424
N -0.831 -0.735 -0.322
N 0.283 0.031 0.182
H 2.058 -0.267 0.800
H -0.923 1.764 0.109
H -1.513 -0.048 -0.666
H -0.513 -1.528 -0.804
```

Mulliken population analysis, charges in e, atoms 1 to 6: atom 1 (N): -0.77, atom 2 (N): -0.66, atom 3 (N): -0.44, atom 4 (N): 0.90, atom 5 (H): 0.25, atom 6 (H): 0.18

***

Record 7
The following is a DFT calculation (ωB97M-V/def2-TZVPD) of a cluster of 2 separate species, H4N4O in total.

Spin multiplicity: 3
Expectation value of S²: 2.01
Largest force on an atom (eV/Å): 4.08
E_HOMO (alpha / beta) (eV): -6.577 / -9.832
E_tot (eV): -8066.711
Relative energy (zero: lowest compared OMol25 entry of this formula, charge and spin) (eV): 0.5539

Geometry as XYZ:
```
9
H4N4O ωB97M-V/def2-TZVPD
N -2.752 -0.138 0.245
N 1.116 -0.704 0.006
N 0.230 1.459 0.088
N 0.280 0.299 -0.428
O -1.786 -0.575 -0.295
H 0.520 -1.530 0.090
H 1.655 -0.466 0.813
H 1.004 1.484 0.743
H -0.267 0.171 -1.263
```

Mulliken population analysis, charges in e, atoms 1 to 6: atom 1 (N): 0.05, atom 2 (N): -0.52, atom 3 (N): -0.64, atom 4 (N): 0.36, atom 5 (O): -0.23, atom 6 (H): 0.25

***

Record 8
The following is a DFT calculation (ωB97M-V/def2-TZVPD) of a cluster of 2 separate species, H4NO3SSi in total.

Spin multiplicity: 1
Largest force on an atom (eV/Å): 4.01
E_HOMO (alpha / beta) (eV): -2.756 / -2.755
E_tot (eV): -26410.541
Net charge: -1
Relative energy (zero: lowest compared OMol25 entry of this formula, charge and spin) (eV): 1.1418

Geometry as XYZ:
```
10
H4NO3SSi ωB97M-V/def2-TZVPD
N -1.374 -2.237 0.274
O 0.070 0.346 -1.118
O 0.440 2.246 0.152
O 2.386 1.499 -1.189
Si -0.122 0.481 0.467
S 0.972 1.814 -1.274
H -0.594 -2.199 -0.353
H -1.057 -2.868 0.955
H -1.587 0.973 0.639
H 0.866 -0.054 1.449
```

Mulliken population analysis, charges in e, atoms 1 to 6: atom 1 (N): -0.73, atom 2 (O): -0.26, atom 3 (O): -0.41, atom 4 (O): -0.52, atom 5 (Si): 0.35, atom 6 (S): 0.59

***

Record 9
The following is a DFT calculation (ωB97M-V/def2-TZVPD) of an isolated molecule of H4NP.

Spin multiplicity: 1
SMILES: NP
Largest force on an atom (eV/Å): 1.58
E_HOMO (eV): -9.049
E_tot (eV): -10842.765
Relative energy (zero: lowest compared OMol25 entry of this formula, charge and spin) (eV): 0.3658

Geometry as XYZ:
```
6
H4NP ωB97M-V/def2-TZVPD
N -0.405 0.783 -0.046
P -0.042 -0.581 0.926
H 0.577 0.859 -0.353
H -0.603 1.567 0.565
H 0.713 -1.081 -0.112
H -1.000 -1.446 0.451
```

List of Mulliken charges in e, atom by atom: atom 1 (N): -0.58, atom 2 (P): 0.00, atom 3 (H): 0.27, atom 4 (H): 0.27, atom 5 (H): 0.02, atom 6 (H): 0.03

***

Record 10
The following is a DFT calculation (ωB97M-V/def2-TZVPD) of an isolated molecule of H4NP3.

Spin multiplicity: 1
SMILES: N#[PH][PH]#[PH2]
Largest force on an atom (eV/Å): 2.00
E_HOMO (alpha / beta) (eV): -8.584 / -8.586
E_tot (eV): -29416.662
Relative energy (zero: lowest compared OMol25 entry of this formula, charge and spin) (eV): 2.9917

Geometry as XYZ:
```
8
H4NP3 ωB97M-V/def2-TZVPD
N -0.941 0.390 2.845
P -0.908 0.006 1.404
P 0.254 -1.303 -0.537
P 0.975 0.693 -1.044
H -2.196 0.406 0.833
H 1.480 -1.728 0.066
H 1.750 0.449 -2.254
H -0.414 1.087 -1.312
```

Mulliken population analysis, charges in e, atoms 1 to 6: atom 1 (N): -0.40, atom 2 (P): 0.19, atom 3 (P): -0.06, atom 4 (P): -0.14, atom 5 (H): 0.13, atom 6 (H): 0.11

***

Record 11
The following is a DFT calculation (ωB97M-V/def2-TZVPD) of a cluster of 2 separate species, H4NPS in total.

Spin multiplicity: 1
Largest force on an atom (eV/Å): 2.39
E_HOMO (alpha / beta) (eV): -8.367 / -8.365
E_tot (eV): -21675.462
Relative energy (zero: lowest compared OMol25 entry of this formula, charge and spin) (eV): 3.5473

Geometry as XYZ:
```
7
H4NPS ωB97M-V/def2-TZVPD
N 1.755 -0.104 -0.375
P -0.922 1.000 -0.107
S -1.850 -0.859 0.023
H 2.290 0.501 -1.001
H 1.126 -0.611 -0.989
H -0.246 0.940 1.105
H -2.153 -0.867 1.344
```

Mulliken population analysis, charges in e, atoms 1 to 6: atom 1 (N): -0.56, atom 2 (P): 0.11, atom 3 (S): -0.20, atom 4 (H): 0.19, atom 5 (H): 0.17, atom 6 (H): 0.10

***

Record 12
The following is a DFT calculation (ωB97M-V/def2-TZVPD) of a structure of composition H4NPSi.

Spin multiplicity: 1
Largest force on an atom (eV/Å): 6.28
E_HOMO (alpha / beta) (eV): -8.371 / -8.421
E_tot (eV): -18714.488
Relative energy (zero: lowest compared OMol25 entry of this formula, charge and spin) (eV): 5.5397

Geometry as XYZ:
```
7
H4NPSi ωB97M-V/def2-TZVPD
N -1.253 0.085 0.826
Si 0.284 0.325 0.418
P -1.898 -2.479 -1.472
H -2.065 -0.248 1.809
H 1.376 -0.810 0.021
H 1.303 1.354 0.165
H -0.537 -3.152 -1.497
```

Mulliken population analysis, charges in e, atoms 1 to 6: atom 1 (N): -0.53, atom 2 (Si): 0.33, atom 3 (P): -0.03, atom 4 (H): 0.33, atom 5 (H): -0.06, atom 6 (H): -0.06

***

Record 13
The following is a DFT calculation (ωB97M-V/def2-TZVPD) of a cluster of 2 separate species, H4O2 in total.

Spin multiplicity: 1
SMILES: O.O
Largest force on an atom (eV/Å): 1.60
E_HOMO (eV): -11.596
E_tot (eV): -4159.588
Relative energy (zero: lowest compared OMol25 entry of this formula, charge and spin) (eV): 0.3510

Geometry as XYZ:
```
6
H4O2 ωB97M-V/def2-TZVPD
O 0.470 -1.678 -0.284
H 0.058 -2.542 -0.510
H -0.220 -0.988 -0.466
O 0.205 1.623 0.647
H -0.216 1.160 -0.089
H -0.296 2.425 0.702
```

List of Mulliken charges in e, atom by atom: atom 1 (O): -0.61, atom 2 (H): 0.33, atom 3 (H): 0.28, atom 4 (O): -0.60, atom 5 (H): 0.29, atom 6 (H): 0.31

***

Record 14
The following is a DFT calculation (ωB97M-V/def2-TZVPD) of a structure of composition H4O2.

Spin multiplicity: 1
Largest force on an atom (eV/Å): 4.45
E_HOMO (eV): -10.365
E_tot (eV): -4158.733
Relative energy (zero: lowest compared OMol25 entry of this formula, charge and spin) (eV): 1.2062

Geometry as XYZ:
```
6
H4O2 ωB97M-V/def2-TZVPD
O -0.834 0.556 -0.017
H -0.409 1.432 -0.161
H -0.579 0.305 0.900
O 0.579 -1.155 -0.325
H -0.155 -0.512 -0.202
H 1.398 -0.625 -0.196
```

List of Mulliken charges in e, atom by atom: atom 1 (O): -0.67, atom 2 (H): 0.35, atom 3 (H): 0.40, atom 4 (O): -0.77, atom 5 (H): 0.41, atom 6 (H): 0.27

***

Record 15
The following is a DFT calculation (ωB97M-V/def2-TZVPD) of a cluster of 2 separate species, H4O2 in total.

Spin multiplicity: 1
SMILES: O.O
Largest force on an atom (eV/Å): 7.34
E_HOMO (eV): -11.189
E_tot (eV): -4159.223
Relative energy (zero: lowest compared OMol25 entry of this formula, charge and spin) (eV): 0.7159

Geometry as XYZ:
```
6
H4O2 ωB97M-V/def2-TZVPD
O -0.724 0.077 1.501
H -0.214 -0.398 2.025
H -0.393 0.240 0.704
O 0.681 0.006 -1.060
H 0.245 0.829 -1.491
H 0.405 -0.754 -1.678
```

List of Mulliken charges in e, atom by atom: atom 1 (O): -0.58, atom 2 (H): 0.27, atom 3 (H): 0.33, atom 4 (O): -0.71, atom 5 (H): 0.35, atom 6 (H): 0.34

***

Record 16
The following is a DFT calculation (ωB97M-V/def2-TZVPD) of a cluster of 2 separate species, H4O2 in total.

Spin multiplicity: 1
SMILES: O.O
Largest force on an atom (eV/Å): 3.00
E_HOMO (eV): -11.502
E_tot (eV): -4159.547
Relative energy (zero: lowest compared OMol25 entry of this formula, charge and spin) (eV): 0.3922

Geometry as XYZ:
```
6
H4O2 ωB97M-V/def2-TZVPD
O 5.197 0.576 -4.369
H 5.857 -0.106 -4.475
H 4.349 0.254 -3.890
O -5.170 -0.207 3.886
H -5.870 -0.437 4.463
H -4.362 -0.081 4.385
```

List of Mulliken charges in e, atom by atom: atom 1 (O): -0.65, atom 2 (H): 0.32, atom 3 (H): 0.33, atom 4 (O): -0.63, atom 5 (H): 0.31, atom 6 (H): 0.32

***

Record 17
The following is a DFT calculation (ωB97M-V/def2-TZVPD) of a cluster of 2 separate species, H4O2 in total.

Spin multiplicity: 1
SMILES: O.O
Largest force on an atom (eV/Å): 2.77
E_HOMO (eV): -10.445
E_tot (eV): -4159.614
Relative energy (zero: lowest compared OMol25 entry of this formula, charge and spin) (eV): 0.3248

Geometry as XYZ:
```
6
H4O2 ωB97M-V/def2-TZVPD
O -0.966 -0.265 0.421
H -1.575 -0.618 -0.324
H -1.564 0.110 1.120
O 1.468 0.584 -0.372
H 2.117 -0.060 -0.660
H 0.522 0.248 -0.184
```

List of Mulliken charges in e, atom by atom: atom 1 (O): -0.70, atom 2 (H): 0.35, atom 3 (H): 0.33, atom 4 (O): -0.69, atom 5 (H): 0.30, atom 6 (H): 0.42

***

Record 18
The following is a DFT calculation (ωB97M-V/def2-TZVPD) of a cluster of 2 separate species, H4O2 in total.

Spin multiplicity: 1
SMILES: O.O
Largest force on an atom (eV/Å): 2.46
E_HOMO (eV): -11.336
E_tot (eV): -4159.630
Relative energy (zero: lowest compared OMol25 entry of this formula, charge and spin) (eV): 0.3087

Geometry as XYZ:
```
6
H4O2 ωB97M-V/def2-TZVPD
O 1.493 -0.179 -0.024
H 1.082 0.683 -0.311
H 2.479 -0.051 -0.136
O -1.785 -0.129 -0.174
H -0.985 -0.647 0.068
H -2.283 0.322 0.576
```

List of Mulliken charges in e, atom by atom: atom 1 (O): -0.65, atom 2 (H): 0.33, atom 3 (H): 0.31, atom 4 (O): -0.67, atom 5 (H): 0.35, atom 6 (H): 0.33

***

Record 19
The following is a DFT calculation (ωB97M-V/def2-TZVPD) of a cluster of 2 separate species, H4O2 in total.

Spin multiplicity: 1
SMILES: O.O
Largest force on an atom (eV/Å): 2.43
E_HOMO (eV): -11.003
E_tot (eV): -4159.848
Relative energy (zero: lowest compared OMol25 entry of this formula, charge and spin) (eV): 0.0911

Geometry as XYZ:
```
6
H4O2 ωB97M-V/def2-TZVPD
O 1.169 -0.807 -0.549
H 0.678 -0.031 -0.283
H 1.961 -0.435 -0.934
O -1.118 0.686 0.490
H -1.429 1.476 0.851
H -1.624 -0.048 0.843
```

List of Mulliken charges in e, atom by atom: atom 1 (O): -0.63, atom 2 (H): 0.34, atom 3 (H): 0.32, atom 4 (O): -0.63, atom 5 (H): 0.30, atom 6 (H): 0.31

***

Record 20
The following is a DFT calculation (ωB97M-V/def2-TZVPD) of a cluster of 2 separate species, H4O3 in total.

Spin multiplicity: 1
SMILES: OO.O
Largest force on an atom (eV/Å): 3.96
E_HOMO (eV): -10.027
E_tot (eV): -6203.210
Relative energy (zero: lowest compared OMol25 entry of this formula, charge and spin) (eV): 1.2022

Geometry as XYZ:
```
7
H4O3 ωB97M-V/def2-TZVPD
O 0.218 -0.835 -0.170
O -0.960 -0.224 0.278
H 0.736 -1.251 0.491
H -1.697 -0.800 0.574
O 0.862 1.386 -0.279
H -0.092 1.146 -0.059
H 0.934 0.579 -0.834
```

Mulliken population analysis, charges in e, atoms 1 to 6: atom 1 (O): -0.37, atom 2 (O): -0.39, atom 3 (H): 0.35, atom 4 (H): 0.35, atom 5 (O): -0.69, atom 6 (H): 0.41

***

| no. | molar mass (g/mol) |
| --- | --- |
| 1 | 95.0 |
| 2 | 96.1 |
| 3 | 108.1 |
| 4 | 125.1 |
| 5 | 125.1 |
| 6 | 60.1 |
| 7 | 76.1 |
| 8 | 126.2 |
| 9 | 49.0 |
| 10 | 111.0 |
| 11 | 81.1 |
| 12 | 77.1 |
| 13 | 36.0 |
| 14 | 36.0 |
| 15 | 36.0 |
| 16 | 36.0 |
| 17 | 36.0 |
| 18 | 36.0 |
| 19 | 36.0 |
| 20 | 52.0 |